Record 1
{
  "formula": "C6H11N2O2P",
  "method": "ωB97M-V with the def2-TZVPD basis set",
  "orbital_gap_ev": 8.82,
  "lumo_energy_ev": 0.823,
  "elements": ["C", "C", "C", "C", "C", "C", "N", "N", "O", "O", "P", "H", "H", "H", "H", "H", "H", "H", "H", "H", "H", "H"],
  "xyz": [[2.543, 0.237, 0.615], [1.642, 0.895, -0.198], [0.784, 0.042, 1.956], [-0.392, -0.303, 2.693], [-0.530, -1.535, -1.308], [-0.843, -0.138, -1.888], [1.972, -0.156, 1.795], [0.413, 1.086, 0.196], [-1.470, -1.858, -0.395], [-1.154, 2.354, -1.424], [-1.107, 1.054, -0.429], [3.542, 0.176, 0.364], [2.173, 1.220, -1.078], [-1.199, -0.090, 2.037], [-0.286, -1.291, 2.986], [-0.308, 0.198, 3.694], [0.385, -1.188, -0.779], [-0.458, -2.208, -2.136], [-1.761, -0.134, -2.581], [-0.131, 0.354, -2.612], [-2.345, -1.762, -0.654], [-1.469, 3.047, -0.854]],
  "forces_ev_per_a": [[-2.245, 1.184, -0.587], [2.783, -0.656, -0.192], [0.617, 1.195, -2.176], [0.963, 1.705, 1.724], [1.317, 3.805, -1.456], [-1.586, 1.090, -1.421], [-0.217, -0.462, 0.444], [0.253, -1.467, 2.935], [1.072, -1.562, 3.097], [-0.035, 0.357, -0.223], [-0.511, -1.097, -1.403], [1.847, -0.424, 0.052], [-0.795, 0.595, -0.767], [-1.255, 0.145, 0.174], [-0.274, -2.330, 0.012], [-0.825, 0.285, -0.986], [0.023, -1.851, -0.186], [0.682, -0.933, -0.211], [0.671, -0.146, 1.308], [0.044, -0.780, 1.071], [-2.256, 0.397, -1.178], [-0.272, 0.951, -0.034]],
  "mulliken_charge": [-0.6281, 0.0220, 0.7741, -0.9511, -0.3258, -0.8730, -0.4497, -0.2771, -0.4592, -0.4345, -0.0367, 0.5044, 0.3286, 0.2202, 0.3108, 0.3360, 0.2182, 0.3331, 0.3936, 0.3594, 0.3066, 0.3281]
}

Record 2
{
  "formula": "C6H11N2OP",
  "method": "ωB97M-V with the def2-TZVPD basis set",
  "orbital_gap_ev": 9.79,
  "smiles": "C=CP(=O)(N1CC1)N1CC1",
  "lumo_energy_ev": 0.682,
  "elements": ["C", "C", "C", "C", "C", "C", "N", "N", "O", "P", "H", "H", "H", "H", "H", "H", "H", "H", "H", "H", "H"],
  "xyz": [[1.674, -2.219, 0.966], [0.767, -1.291, 1.444], [0.473, 0.819, -2.040], [1.723, 0.058, -1.932], [-2.061, 0.902, 1.703], [-1.968, 1.550, 0.441], [1.075, 0.569, -0.730], [-0.790, 1.060, 0.984], [-1.119, -1.290, -0.473], [-0.044, -0.244, 0.284], [2.253, -2.915, 1.604], [2.123, -2.066, 0.008], [0.270, -1.482, 2.357], [0.415, 1.758, -2.558], [-0.412, 0.132, -1.954], [1.743, -1.015, -2.094], [2.630, 0.607, -2.250], [-2.083, 1.458, 2.626], [-2.456, -0.169, 1.656], [-2.253, 1.169, -0.513], [-1.960, 2.609, 0.471]],
  "forces_ev_per_a": [[-0.306, 2.360, 1.853], [2.131, -2.385, -1.528], [-1.848, -2.259, 0.069], [0.382, -0.264, -0.210], [-0.465, -3.448, 0.752], [-0.978, 2.354, -2.200], [0.538, 0.875, 1.464], [2.785, -1.001, 1.555], [3.887, 4.292, 2.433], [-3.511, -3.964, -3.753], [-1.047, 0.169, -0.252], [-0.008, -0.040, -0.602], [-0.220, 0.173, 1.120], [0.059, 0.509, 0.471], [0.279, 0.955, -1.754], [-0.140, 0.109, -0.133], [-0.454, -0.461, 0.613], [-0.302, -0.031, 0.053], [0.345, 1.653, 0.419], [-0.812, -0.693, -0.204], [-0.318, 1.097, -0.167]],
  "mulliken_charge": [-0.6601, -0.2583, -0.6450, -0.2079, -0.4026, -0.3212, -0.2221, -0.2661, -0.6964, 0.7136, 0.2816, 0.1752, 0.3488, 0.2607, 0.3413, 0.2879, 0.2397, 0.2274, 0.2812, 0.2720, 0.2503]
}

Record 3
{
  "formula": "C6H11N2P",
  "method": "ωB97M-V with the def2-TZVPD basis set",
  "orbital_gap_ev": 8.53,
  "lumo_energy_ev": 0.634,
  "elements": ["C", "C", "C", "C", "C", "C", "N", "N", "P", "H", "H", "H", "H", "H", "H", "H", "H", "H", "H", "H"],
  "xyz": [[-3.136, 0.766, -0.083], [-1.906, 0.283, -0.201], [-0.536, 0.418, -0.146], [-0.220, 1.921, 0.370], [2.271, -0.785, 0.756], [1.721, -0.567, -0.629], [-2.016, -2.079, -0.159], [0.303, -0.616, -0.641], [-0.596, -1.964, -0.554], [-3.616, 0.606, 0.894], [-3.699, 1.186, -0.825], [0.813, 2.284, 0.224], [-0.832, 2.618, -0.162], [-0.471, 2.091, 1.423], [3.459, -0.594, 0.766], [1.782, -0.004, 1.325], [2.092, -1.730, 1.120], [2.075, -1.302, -1.259], [2.092, 0.380, -1.074], [0.420, -2.913, -1.146]],
  "forces_ev_per_a": [[2.058, -1.771, 2.731], [1.860, 1.925, 0.147], [-3.790, 2.765, 0.149], [1.358, -1.293, -0.311], [3.226, 3.208, -0.882], [0.838, 1.490, 0.592], [-0.590, -0.854, 0.065], [-1.260, 1.386, 0.726], [2.052, -2.841, -1.362], [-0.060, 0.028, -0.478], [-1.115, 0.970, -1.957], [-0.201, -0.531, 0.017], [-0.459, 0.097, -0.582], [0.107, -0.612, -0.098], [-2.692, -0.393, 0.058], [0.213, -0.085, 0.852], [-0.562, -2.115, 0.902], [0.702, -1.806, -1.639], [-0.451, -0.351, 0.368], [-1.233, 0.782, 0.701]],
  "mulliken_charge": [-0.8320, 0.0295, 0.4959, -1.2981, -0.9291, -0.8086, -0.5848, 0.1629, 0.3105, 0.2093, 0.3282, 0.3187, 0.4430, 0.2983, 0.2951, 0.3152, 0.3505, 0.4569, 0.3762, 0.0623]
}

Record 4
{
  "formula": "C6H11N3",
  "method": "ωB97M-V with the def2-TZVPD basis set",
  "orbital_gap_ev": [7.61, 7.61],
  "lumo_energy_ev": [0.551, 0.550],
  "elements": ["C", "C", "C", "C", "C", "C", "N", "N", "N", "H", "H", "H", "H", "H", "H", "H", "H", "H", "H", "H"],
  "xyz": [[-2.001, -0.838, -0.262], [-0.205, 0.879, -1.048], [1.254, 0.775, -0.362], [0.310, -0.442, 1.364], [-1.362, 0.429, -0.135], [1.483, -1.560, -0.339], [-2.299, -1.976, -0.427], [1.325, -0.349, 0.458], [-2.032, 1.564, 0.456], [-0.517, 1.921, -1.248], [-0.299, 0.102, -1.837], [1.912, 0.665, -1.169], [1.388, 1.806, 0.202], [0.449, 0.422, 2.085], [-0.067, -1.401, 1.720], [0.806, -2.273, 0.192], [1.297, -1.403, -1.452], [2.466, -1.932, -0.282], [-1.352, 2.286, 0.695], [-2.556, 1.326, 1.391]],
  "forces_ev_per_a": [[-0.163, -2.643, -0.766], [-1.981, -1.722, 1.014], [-1.906, 3.614, 0.843], [-0.973, 2.729, 0.358], [2.598, 0.691, 2.379], [-1.366, -0.521, -0.341], [0.471, 3.124, 0.513], [-0.050, -1.628, -0.392], [-1.535, -1.016, 2.274], [0.777, -0.628, -0.871], [0.547, 1.246, -0.378], [1.392, 0.324, -0.856], [0.069, -2.139, -0.943], [-1.031, -1.105, -0.512], [0.406, 0.258, -0.040], [0.561, -0.004, -1.417], [-0.372, -0.336, 1.491], [1.377, -0.415, 0.221], [-0.162, -0.289, -0.084], [1.340, 0.462, -2.492]],
  "mulliken_charge": [0.0291, -0.9032, -0.7935, -0.7021, 0.7933, -0.7429, -0.5627, 0.0711, -0.7204, 0.5021, 0.2603, 0.4634, 0.2715, 0.2672, 0.3675, 0.3127, 0.2559, 0.2881, 0.2556, 0.2871]
}

The evaluated total energy for the records listed, in turn: -22761.48168, -20713.50661, -18663.45876, -10866.75576 eV.
The evaluated energy above the lowest of the compared OMol25 structures with the same formula, charge and spin for the records listed, in turn: 56.5, 66.0, 97.8, 93.7 kcal per mole.